80
Properties=species:S:1:pos:R:3:mulliken_spin:R:1 method="wB97M-V/def2-TZVPD" homo_lumo_gap_ev="6.6968 / 7.7528" spin_multiplicity=3 e_homo_ev="-6.094 / -7.727" lumo_energy_ev="0.6028 / 0.0259"
Ti -0.01 0.20 6.14 1.001
C -2.22 -0.08 6.77 0.334
C -1.96 -0.44 5.43 0.103
C -2.45 0.44 4.30 0.114
C -1.39 1.40 3.71 -0.047
C -0.30 1.84 4.65 0.348
C -0.55 2.24 5.96 -0.046
C -1.93 2.51 6.51 0.052
C -2.69 1.30 7.14 -0.022
C 1.94 -0.01 5.34 0.015
H -2.33 -0.87 7.53 0.015
H -1.70 -1.47 5.19 -0.014
H -3.34 1.03 4.60 -0.011
H -2.78 -0.23 3.48 0.011
H -0.94 0.92 2.82 -0.015
H -1.95 2.26 3.32 0.019
H 0.69 2.00 4.20 0.021
H 0.26 2.68 6.56 0.012
H -2.59 2.99 5.76 0.003
H -1.82 3.26 7.31 0.001
H -2.62 1.40 8.24 0.001
H -3.78 1.45 6.91 0.021
H 2.53 -0.52 6.13 0.005
H 2.38 1.00 5.17 0.004
H 2.00 -0.58 4.40 -0.019
P 0.11 -2.25 -3.52 0.000
P 2.05 0.39 -3.77 0.000
C -0.50 -0.68 -4.17 0.000
C 0.30 0.43 -4.22 0.000
C -0.75 -3.43 -4.62 0.000
C -1.94 -3.14 -5.30 0.000
C -2.56 -4.12 -6.09 0.000
C -2.00 -5.40 -6.20 0.000
C -0.80 -5.69 -5.53 0.000
C -0.17 -4.71 -4.76 0.000
C -0.84 -2.40 -1.94 0.000
C -0.47 -1.56 -0.88 0.001
C -1.21 -1.57 0.31 0.000
C -2.33 -2.40 0.44 0.000
C -2.66 -3.27 -0.60 0.000
C -1.89 -3.31 -1.77 0.000
C 2.74 1.17 -5.32 0.000
C 2.71 0.38 -6.49 0.000
C 3.07 0.94 -7.72 0.000
C 3.46 2.28 -7.79 0.000
C 3.53 3.05 -6.63 0.000
C 3.21 2.48 -5.39 0.000
C 2.12 1.79 -2.60 0.000
C 3.26 1.87 -1.76 0.000
C 3.42 2.96 -0.91 0.000
C 2.46 3.98 -0.87 0.000
C 1.32 3.89 -1.68 0.000
C 1.13 2.78 -2.51 0.000
H -1.53 -0.64 -4.52 0.000
H -0.08 1.39 -4.62 0.000
H -2.41 -2.16 -5.22 0.000
H -3.49 -3.87 -6.61 0.000
H -2.50 -6.16 -6.80 0.000
H -0.36 -6.68 -5.61 0.000
H 0.78 -4.93 -4.26 0.000
H 0.39 -0.89 -0.99 0.000
H -0.92 -0.92 1.14 -0.001
H -2.93 -2.37 1.34 0.001
H -3.53 -3.93 -0.51 0.000
H -2.12 -4.04 -2.55 0.000
H 2.38 -0.66 -6.44 0.000
H 3.04 0.33 -8.62 0.000
H 3.71 2.73 -8.76 0.000
H 3.83 4.10 -6.68 0.000
H 3.31 3.08 -4.48 0.000
H 4.01 1.07 -1.80 0.000
H 4.31 3.02 -0.28 0.000
H 2.60 4.84 -0.21 0.000
H 0.57 4.67 -1.67 0.000
H 0.22 2.71 -3.10 0.000
C 0.30 0.03 9.26 -0.001
O 0.25 0.18 7.86 0.090
H -0.62 -0.46 9.61 0.004
H 0.45 1.00 9.74 0.006
H 1.16 -0.61 9.50 -0.003